1.
DFT (the ωB97M-V functional and the def2-TZVPD basis) results for a 4-piece molecular cluster, C24H35ClF9N3O13S5 overall in a non-equilibrium geometry.

```
90
Properties=species:S:1:pos:R:3:forces:R:3:lowdin_charge:R:1
C 0.585873 1.910044 -4.632297 0.1831 0.5801 0.4597 -0.113
C 1.963299 1.677273 -3.774749 -0.5030 -0.2671 -1.2685 -0.232
C 1.992187 0.207620 -3.079233 -1.6227 0.8872 0.2638 -0.577
Cl 3.673929 -0.569180 -3.202673 -1.2017 0.3971 0.0525 0.591
C 1.432786 0.236264 -1.557726 0.0645 1.1740 4.0775 -0.053
C 0.203552 -0.681722 -1.090094 -0.7076 0.8886 3.6791 -0.059
C -0.499548 -1.714607 -2.104826 0.9925 1.4747 -0.6493 -0.131
C 0.599447 -2.759896 -2.636232 0.7234 -0.3473 1.1041 -0.066
C 0.530997 -4.210567 -1.891178 -2.2254 0.5502 -2.3341 -0.276
F -0.381048 -4.236526 -0.794784 2.5316 -0.1829 -2.0509 0.045
F -0.069825 -5.085088 -2.893830 1.3064 1.2865 2.2819 0.016
C 1.972786 -4.839807 -1.595879 0.0828 -2.9460 -2.7231 -0.294
F 2.905227 -4.539565 -2.653087 -3.0183 -0.7081 2.5363 0.052
F 1.843459 -6.272796 -1.617298 0.2103 3.6027 0.3138 0.048
S 2.780997 -4.371495 0.019599 3.9681 0.4163 2.4187 1.006
F 1.684344 -5.210803 0.952989 1.4038 1.6210 -1.8742 -0.159
F 1.983620 -2.915492 0.157829 0.7566 -2.6160 -0.2989 -0.157
F 4.008113 -3.569795 -0.848420 -2.0509 -0.9259 1.9266 -0.201
F 3.751698 -5.763808 -0.090030 -1.7735 2.2536 0.3114 -0.185
F 3.603395 -3.997726 1.429992 -1.4775 -0.5349 -2.3055 -0.165
C -0.384806 -0.631861 0.366959 1.8843 0.7623 -1.4339 -0.044
C -1.651658 -1.512559 0.842206 -0.2821 1.0510 0.3693 -0.157
C -3.019844 -0.872241 0.222358 0.4499 0.2289 -0.7569 -0.191
C -3.637993 0.310062 1.145693 0.7910 -0.6344 -0.3440 -0.256
N -4.155140 -0.300462 2.420935 0.5738 -0.1121 -0.8531 -0.031
C 0.262912 0.339746 1.472515 0.7468 0.4007 -0.0834 -0.196
N -0.124154 0.499153 2.870959 2.7641 0.8551 -4.0280 -0.265
S 0.989597 1.654879 3.548654 -0.1617 -1.7170 -4.9479 0.924
N 1.965167 1.985515 2.148100 -2.0643 -2.4191 -1.6027 -0.252
C 1.508031 1.221603 1.021587 -1.3913 -0.5478 2.1028 -0.185
C 2.075560 1.173784 -0.467472 -1.7953 -1.7521 -1.3325 0.004
C 3.347940 2.131509 -0.741098 -0.6075 -0.8869 0.7608 -0.157
O 4.417175 1.659627 0.130972 0.2710 -0.0478 -1.2609 -0.223
C 5.197183 0.617668 -0.492832 0.6492 -1.3553 -0.5168 -0.152
H -0.015758 0.948356 -4.767856 0.8580 1.4407 0.2548 0.050
H 0.808182 2.345342 -5.674356 -0.1812 -0.7664 1.6008 0.081
H -0.052886 2.709048 -4.089159 0.8556 -1.6123 -0.9212 0.084
H 2.809543 1.708947 -4.564096 -1.1116 0.0538 1.6888 0.106
H 2.006788 2.537831 -3.027132 0.3555 -1.4338 -1.0157 0.100
H 1.313146 -0.449796 -3.750137 1.2335 0.9746 1.4033 0.086
H -1.464126 -2.176917 -1.708781 1.6301 0.5712 -0.3492 0.110
H -0.809668 -1.076442 -3.024638 0.4307 -1.1265 1.4593 0.110
H 0.526035 -2.908236 -3.769968 0.0517 -0.1733 1.7927 0.143
H 1.668503 -2.372606 -2.409811 -1.8490 -0.4141 -0.4722 0.088
H -1.755426 -1.416490 1.992486 0.4812 -0.1513 -1.8556 0.093
H -1.558269 -2.630656 0.626409 0.0464 1.6702 0.0075 0.098
H -2.734360 -0.488821 -0.832584 -0.6700 -0.4251 1.6548 0.086
H -3.831047 -1.681516 0.059054 1.2385 1.1557 0.4189 0.112
H -4.485505 0.845678 0.562994 1.4986 -0.8304 1.0543 0.115
H -2.791271 1.042059 1.438686 -1.4943 -0.9697 -0.7210 0.118
H -4.436327 -1.266276 2.172906 0.1505 0.7740 0.5663 0.061
H -3.377293 -0.367196 3.099340 -0.6798 -0.0258 -0.5598 0.046
H 3.740159 2.086060 -1.814250 -0.9161 0.1769 1.4170 0.103
H 3.042896 3.195682 -0.409238 0.7262 -1.6937 -0.5974 0.126
H 6.200074 0.408673 0.048053 -1.8301 0.8268 -0.4700 0.102
H 5.476114 0.839540 -1.594000 -0.5576 -0.0471 1.7238 0.069
H 4.636366 -0.393100 -0.499692 0.6604 1.5704 0.0234 0.073
O -2.011719 0.445549 6.375225 -0.5833 -0.9583 0.3341 -0.234
S -2.523291 -0.880305 6.565508 -0.0563 0.1790 -0.0901 0.638
O -3.914965 -1.152921 6.761765 1.0054 0.4011 -0.2935 -0.224
O -1.689972 -1.588964 7.764233 -0.0652 0.4869 -0.7032 -0.191
C -1.070593 -2.779303 7.275907 -0.0595 -0.5939 -0.2008 -0.172
C -0.831448 -2.529957 5.792266 0.6511 0.1108 0.1918 -0.174
O -1.980645 -1.808932 5.349460 -0.5614 0.1024 0.7048 -0.209
H -1.763041 -3.611917 7.429676 0.0683 0.0144 -0.0287 0.132
H -0.143355 -2.974850 7.816095 -0.1370 0.2399 0.0368 0.136
H -0.717042 -3.455899 5.228203 -0.2459 0.1541 -0.0461 0.137
H 0.047030 -1.897270 5.633814 -0.0058 -0.0890 0.0140 0.131
O 0.551481 4.439189 1.455932 0.9849 1.0010 -0.3945 -0.248
S 1.499979 5.511397 1.337566 -0.2941 -0.3338 0.2575 0.640
O 2.407258 5.630547 0.234986 -0.8341 -0.2425 0.6007 -0.232
O 2.350696 5.587649 2.717862 -0.7128 -0.0894 -0.5216 -0.195
C 2.197924 6.880565 3.303388 0.1761 0.5928 -0.0235 -0.172
C 0.830490 7.369261 2.849786 -0.2078 -0.1678 0.6137 -0.174
O 0.704379 6.917779 1.501844 0.7618 -0.4412 -0.2338 -0.190
H 2.994483 7.524577 2.919833 -0.0599 0.0096 0.0516 0.133
H 2.274176 6.818044 4.389717 -0.0058 -0.2384 -0.1549 0.136
H 0.737799 8.454259 2.902645 0.0176 -0.1199 -0.2750 0.136
H 0.031337 6.907247 3.437146 0.0681 0.0645 0.0338 0.134
O -2.304560 1.401264 -4.611148 -1.0035 -0.3207 0.7724 -0.241
S -3.481445 0.953112 -3.924478 -0.1589 0.1780 -0.0174 0.651
O -3.979540 1.586965 -2.741984 0.5352 -0.3019 -0.9906 -0.217
O -3.322805 -0.636892 -3.633779 0.1109 0.7119 -0.4648 -0.222
C -4.403339 -1.344846 -4.242899 -0.6529 -0.2012 0.0302 -0.166
C -4.811822 -0.501733 -5.441742 0.3356 -0.4330 -0.3576 -0.171
O -4.692312 0.850884 -5.001512 0.3371 -0.0397 0.8576 -0.185
H -5.216654 -1.416892 -3.515233 0.0216 -0.0180 -0.0684 0.135
H -4.086573 -2.347731 -4.532550 0.1902 0.1798 0.0984 0.138
H -5.830083 -0.711154 -5.769989 0.0493 0.2601 0.1377 0.138
H -4.122951 -0.646635 -6.279384 -0.0661 -0.0715 0.0321 0.134
```
Forces are in eV/Å.

Summary:
Molecular weight = 940.3 g/mol
E_tot = -147685.31817 eV
Orbital gap = 6.761 eV
HOMO = -8.08 eV
Net charge = 0
SMILES = CC[C@@H](Cl)c1c(CCC(F)(F)C(F)(F)S(F)(F)(F)(F)F)c(CCCN)c2nsnc2c1COC.O=S1(=O)OCCO1.O=S1(=O)OCCO1.O=S1(=O)OCCO1
LUMO level = -1.322 eV


2.
DFT (the ωB97M-V functional and the def2-TZVPD basis) results for C24H35ClIrN4O9P2S as an isolated structure.

```
77
Properties=species:S:1:pos:R:3:forces:R:3:lowdin_charge:R:1
Ir -0.061003 0.643220 0.448712 -0.0781 0.1393 0.0490 1.069
O -0.229371 3.744278 2.786108 0.0501 -0.0378 -0.0713 -0.246
Cl -0.025473 2.349873 2.683319 -0.2592 -0.1486 0.0699 0.739
O 0.369989 1.747555 3.892330 -0.0283 0.0295 -0.0530 -0.221
O 1.009969 2.076741 1.609285 0.0120 -0.0737 0.0057 -0.469
O -1.228485 1.684112 2.117400 0.0677 0.1369 0.1232 -0.421
N -5.468553 -1.972562 5.202554 -0.0276 0.0244 -0.0143 0.130
C -4.438733 -1.933324 4.314427 0.0086 -0.0085 -0.0099 -0.303
C -3.405585 -0.995332 4.459365 0.0177 0.0052 0.0079 -0.009
C -2.375363 -0.939468 3.548447 -0.0147 -0.0035 -0.0337 -0.051
C -2.362275 -1.820691 2.468721 0.0136 -0.0447 0.0222 -0.303
C -3.371436 -2.773672 2.318903 0.0259 -0.0222 -0.0266 -0.056
C -4.398820 -2.825354 3.228674 -0.0133 0.0031 0.0039 -0.013
S -1.051008 -1.814433 1.337628 -0.0474 0.1984 -0.0641 0.692
O 0.018138 -0.932144 1.920631 -0.1615 -0.0942 -0.1881 -0.424
O -0.697282 -3.151778 0.995383 0.0127 0.0404 -0.0317 -0.239
N -1.373221 -0.858536 0.018643 0.4912 -0.1002 0.4008 -0.247
C -1.921843 -1.444891 -1.108680 -0.3361 0.0441 0.0009 -0.456
N -2.848636 -2.379983 -0.884588 0.0497 -0.0784 0.0066 0.140
C -3.408900 -2.926878 -1.951934 0.0449 -0.0229 -0.0159 -0.093
C -3.088989 -2.535926 -3.244761 0.0126 0.0339 0.0070 -0.036
C -2.136522 -1.543656 -3.353520 -0.0124 -0.0805 -0.0400 -0.117
N -1.535542 -0.997448 -2.296634 0.1431 0.0216 0.0630 0.106
H -5.429915 -1.427918 6.044183 0.0076 -0.0089 0.0088 0.105
H -6.130117 -2.726200 5.175886 0.0068 -0.0103 0.0070 0.104
H -3.411616 -0.318637 5.304476 -0.0003 -0.0003 -0.0004 0.119
H -1.571943 -0.232861 3.686036 0.0166 0.0154 -0.0081 0.090
H -3.336705 -3.463473 1.487692 0.0005 0.0107 0.0118 0.106
H -5.182660 -3.563631 3.115745 -0.0017 0.0010 0.0007 0.117
H -4.145052 -3.700974 -1.765896 -0.0103 0.0109 0.0020 0.120
H -3.557806 -2.979932 -4.109288 -0.0042 0.0119 -0.0056 0.107
H -1.824773 -1.172069 -4.325053 -0.0109 0.0047 -0.0036 0.117
C -1.144622 1.972997 -2.671560 0.0543 0.0682 -0.0318 -0.221
P -0.518098 2.333683 -1.018041 0.0921 0.0715 -0.1026 0.803
C -1.838473 3.361679 -0.327135 -0.0250 -0.0242 0.0264 -0.208
C 0.882628 3.452008 -1.290168 -0.0272 -0.0064 -0.0249 -0.358
C 1.237020 4.382478 -0.313245 -0.0163 0.0307 0.0136 -0.092
C 2.352981 5.186180 -0.487495 -0.0011 0.0050 -0.0020 -0.054
C 3.122743 5.071871 -1.636644 -0.0018 0.0105 -0.0033 -0.062
C 2.764370 4.164564 -2.623406 -0.0055 -0.0017 0.0114 -0.063
C 1.648772 3.359904 -2.452334 -0.0103 0.0118 0.0296 -0.094
H -0.473179 1.332202 -3.233894 -0.0011 -0.0332 0.0221 0.020
H -1.260227 2.931852 -3.180059 -0.0271 -0.0224 -0.0326 0.072
H -2.104905 1.469635 -2.594011 -0.0006 0.0192 0.0323 0.049
H -2.077604 4.160411 -1.029448 0.0216 -0.0020 -0.0122 0.072
H -1.554839 3.790323 0.630548 -0.0006 0.0276 -0.0115 0.029
H -2.717783 2.735381 -0.170501 -0.0014 0.0116 0.0072 0.065
H 0.654852 4.484173 0.592001 -0.0023 0.0023 -0.0013 0.086
H 2.618603 5.904071 0.276939 -0.0008 0.0010 -0.0014 0.116
H 3.993413 5.700454 -1.769744 -0.0002 -0.0018 0.0012 0.113
H 3.350110 4.086894 -3.529858 -0.0015 -0.0030 0.0003 0.113
H 1.380215 2.662752 -3.232926 0.0011 -0.0311 -0.0100 0.088
C 2.688077 -1.313649 -3.809284 -0.0019 -0.0048 -0.0061 -0.043
C 1.632627 -0.342937 -3.340579 -0.0059 -0.0317 0.0506 -0.241
O 2.026673 0.286548 -2.090299 -0.1218 0.0634 -0.0124 -0.243
P 1.664403 -0.188440 -0.628107 0.0629 0.0141 -0.0740 0.542
O 2.977599 0.142150 0.168684 -0.0430 -0.0827 0.0296 -0.217
C 3.591450 1.468470 0.194506 0.0034 0.0009 -0.0243 -0.231
C 4.815368 1.479014 -0.684277 0.0252 0.0030 0.0044 -0.053
O 1.555840 -1.745069 -0.602749 0.0764 -0.0291 -0.0988 -0.247
C 2.675689 -2.650615 -0.337247 -0.0019 -0.0051 -0.0226 -0.221
C 2.243014 -4.034761 -0.737280 -0.0286 0.0047 -0.0301 -0.054
H 2.431945 -1.663802 -4.810307 0.0035 -0.0050 0.0032 0.091
H 2.745983 -2.182773 -3.155608 0.0138 0.0050 0.0197 0.061
H 3.665749 -0.834395 -3.855888 -0.0048 0.0019 0.0051 0.090
H 0.663199 -0.817242 -3.200962 -0.0161 -0.0148 -0.0091 0.085
H 1.528214 0.482470 -4.045068 -0.0037 -0.0066 0.0018 0.111
H 3.832027 1.645539 1.239857 -0.0042 0.0062 -0.0035 0.130
H 2.859994 2.213016 -0.121238 0.0334 -0.0252 -0.0012 0.079
H 5.523695 0.713300 -0.369133 0.0016 -0.0017 -0.0004 0.086
H 5.303432 2.451400 -0.604705 0.0016 -0.0013 -0.0082 0.086
H 4.548186 1.311259 -1.727216 -0.0029 0.0033 0.0028 0.071
H 2.897602 -2.577485 0.725652 -0.0160 -0.0066 0.0073 0.129
H 3.542843 -2.305888 -0.901082 0.0052 0.0022 -0.0047 0.117
H 1.343919 -4.320660 -0.195089 -0.0019 -0.0084 0.0223 0.072
H 3.039703 -4.741558 -0.504882 -0.0034 -0.0072 0.0024 0.091
H 2.037725 -4.086911 -1.807412 0.0075 -0.0046 0.0113 0.077
```
Forces are in eV/Å.

Summary:
Molecular weight = 845.2 g/mol
E_tot = -94609.44500 eV
Orbital gap = 7.961 eV
HOMO = -10.49 eV
Net charge = +1
LUMO level = -2.532 eV


3.
DFT (the ωB97M-V functional and the def2-TZVPD basis) results for C24H35F2N3OS2SiY as an isolated structure in a non-equilibrium geometry.

```
69
Properties=species:S:1:pos:R:3:forces:R:3:lowdin_charge:R:1
Y 0.166900 0.031475 0.567358 0.6080 0.6560 0.6133 1.281
C 3.280932 1.547712 1.026046 0.0453 0.1366 0.1778 -0.176
C 3.252392 0.875012 -0.334777 0.0436 -0.0612 -0.2009 -0.178
N 2.494765 -0.379949 -0.331072 -0.0435 0.0292 0.0966 -0.163
C 3.180648 -1.584427 0.142636 0.0177 -0.0288 -0.1386 -0.247
C 3.407525 -1.647602 1.646613 0.1976 -0.0637 0.0064 -0.424
S 1.932935 -1.265913 2.639966 -0.2196 -0.0840 0.0065 0.924
C 2.458227 0.179030 3.605896 0.1113 0.0437 0.1538 -0.423
C 1.964565 1.536723 3.105087 -0.0185 0.0763 -0.0473 -0.249
N 1.943688 1.629480 1.639742 -0.1071 -0.1978 -0.0107 -0.136
H 3.927782 0.997339 1.704621 0.0045 -0.0223 -0.0217 0.096
H 3.734841 2.538483 0.930033 -0.0066 0.0018 -0.0298 0.134
H 2.762498 1.534223 -1.054374 -0.0069 0.0119 0.0185 0.105
H 4.279256 0.728855 -0.690944 0.0117 -0.0032 0.0419 0.132
H 2.152378 -0.568985 -1.270178 0.0372 -0.0027 -0.0411 0.076
H 2.558796 -2.429670 -0.161115 -0.0211 0.0034 0.0250 0.126
H 4.148333 -1.714691 -0.357546 0.0182 0.0183 0.0262 0.129
H 3.717755 -2.661673 1.897966 -0.0468 -0.0049 0.0230 0.085
H 4.217899 -0.997751 1.971634 -0.0266 0.0276 -0.0233 0.072
H 2.086851 0.027685 4.619028 -0.0257 -0.0271 -0.0188 0.084
H 3.544291 0.135104 3.683294 -0.0022 0.0091 -0.0440 0.078
H 0.947115 1.707164 3.457057 -0.0055 -0.0352 -0.0044 0.099
H 2.590402 2.316490 3.555458 0.0208 -0.0131 0.0039 0.130
H 1.498204 2.497253 1.362891 0.0521 0.0588 0.0148 0.090
F -2.671291 -4.794937 1.414779 0.0069 0.0168 0.0002 0.073
C -2.524938 -3.517087 1.802718 0.0071 -0.0923 0.0052 -0.272
C -1.513734 -2.749887 1.251907 -0.1478 -0.0198 0.1057 -0.070
C -1.360459 -1.421268 1.637381 -0.0693 -0.1834 -0.0341 -0.215
C -2.237561 -0.891016 2.600980 -0.0783 0.1077 -0.0246 -0.157
C -3.248223 -1.702487 3.111123 0.0109 -0.0321 0.1121 -0.213
F -4.142129 -1.215174 4.001542 -0.0116 -0.0364 -0.0138 0.061
C -3.412047 -3.019010 2.736030 0.0164 0.0568 -0.0104 0.073
C -2.095655 0.543727 2.946070 0.0406 0.0251 -0.0544 -0.188
C -2.673842 1.162908 4.059610 -0.0092 -0.0873 -0.0392 0.015
C -2.520356 2.520935 4.247961 -0.0482 0.0438 0.0924 -0.035
C -1.802861 3.273134 3.326961 0.0374 -0.0286 -0.0728 -0.050
C -1.230792 2.598806 2.270135 -0.0714 -0.0374 0.0711 -0.158
N -1.343509 1.276524 2.091808 -0.0367 0.0430 -0.0311 0.008
H -0.882404 -3.208694 0.497341 0.0001 -0.0025 -0.0038 0.100
H -4.209314 -3.620758 3.146867 0.0060 -0.0072 -0.0056 0.136
H -3.242322 0.573696 4.759851 0.0142 0.0479 0.0113 0.114
H -2.971268 2.994736 5.110688 0.0064 0.0057 -0.0123 0.119
H -1.686585 4.342927 3.423693 -0.0118 -0.0026 0.0159 0.110
H -0.662935 3.122576 1.509289 -0.0042 0.0296 0.0208 0.090
C -0.998247 -3.842954 -4.039431 -0.0178 -0.1240 -0.0383 -0.183
Si -0.774604 -2.021473 -4.324034 -0.0070 0.0719 0.1166 0.399
C -2.358376 -1.232433 -4.909729 -0.0914 0.0391 -0.0502 -0.187
C 0.600180 -1.677002 -5.529895 0.1076 0.0132 -0.0653 -0.189
C -0.346626 -1.253557 -2.696675 0.0689 -0.0146 0.0746 -0.216
C -0.140911 -0.808179 -1.572589 -0.2445 -0.2166 -0.7304 -0.240
H -1.272783 -4.348659 -4.968413 0.0043 -0.0108 0.0243 0.037
H -1.785791 -4.028109 -3.306689 0.0089 -0.0001 -0.0067 0.036
H -0.077936 -4.297144 -3.667313 -0.0112 -0.0015 -0.0041 0.033
H -2.681526 -1.675285 -5.854842 -0.0132 0.0106 0.0154 0.037
H -2.231002 -0.159908 -5.076576 -0.0011 -0.0126 0.0035 0.022
H -3.159125 -1.372328 -4.180640 0.0033 0.0005 -0.0170 0.036
H 0.374107 -2.102602 -6.510281 0.0077 0.0040 0.0117 0.036
H 1.541999 -2.109336 -5.185646 -0.0063 0.0048 -0.0166 0.031
H 0.749463 -0.602497 -5.657524 0.0030 -0.0132 -0.0052 0.028
C 0.083253 4.112587 -2.233837 -0.0718 0.2012 -0.0455 -0.241
S 0.004993 2.346232 -2.063434 0.2057 -0.2233 0.3627 0.889
C -1.703380 2.101121 -2.476821 -0.1391 0.0899 -0.0424 -0.232
O 0.090157 2.144994 -0.537122 -0.0838 -0.1159 -0.3711 -0.661
H -0.705582 4.578396 -1.643833 0.0238 0.0016 -0.0112 0.069
H -0.020847 4.361392 -3.290402 -0.0234 0.0009 0.0224 0.069
H 1.062479 4.436423 -1.887143 0.0030 -0.0248 0.0123 0.060
H -1.851016 2.428801 -3.506709 -0.0157 -0.0161 0.0104 0.073
H -2.314220 2.685828 -1.788547 -0.0165 -0.0282 -0.0236 0.074
H -1.901412 1.034677 -2.393930 0.0107 -0.0114 0.0141 0.032
```
Forces are in eV/Å.

Summary:
Molecular weight = 600.7 g/mol
E_tot = -67996.76914 eV
Orbital gap = 8.384 eV
HOMO = -10.71 eV
Net charge = +1
LUMO level = -2.326 eV